The following is a DFT calculation (the ωB97M-V functional and the def2-TZVPD basis) of C20H30ClKO19 as an isolated structure at a distorted geometry.

XYZ file:
```
71
Properties=species:S:1:pos:R:3
K 3.040 0.635 4.055
Cl 0.233 0.462 1.075
O 1.426 -0.083 1.722
O -0.069 -0.336 -0.089
O -0.842 0.441 2.026
O 0.491 1.819 0.659
C -0.134 -1.248 -3.388
C 0.334 -1.051 -4.814
C -0.371 0.060 -5.615
O 0.685 0.577 -6.418
C 1.887 0.240 -5.867
O 2.923 0.636 -6.275
O 1.707 -0.661 -4.879
H -1.121 -0.806 -3.270
H 0.604 -0.849 -2.692
H -0.136 -2.297 -3.088
H 0.158 -1.967 -5.389
H -0.853 0.743 -4.906
H -1.122 -0.286 -6.321
C 0.343 5.610 0.549
C -0.121 5.415 1.954
C -0.871 4.081 2.183
O -0.143 3.431 3.207
C 0.941 4.149 3.547
O 1.704 3.793 4.395
O 1.032 5.252 2.808
H 0.695 6.611 0.292
H -0.480 5.489 -0.168
H 1.089 4.876 0.244
H -0.696 6.265 2.321
H -0.862 3.456 1.289
H -1.926 4.200 2.429
C -0.042 -3.488 2.787
C -1.119 -3.083 3.788
C -1.376 -4.083 4.941
O -1.100 -3.320 6.108
C -0.795 -2.046 5.789
O -0.624 -1.161 6.556
O -0.691 -1.902 4.441
H 0.867 -3.727 3.349
H 0.180 -2.639 2.144
H -0.397 -4.375 2.264
H -2.029 -2.981 3.189
H -0.773 -4.970 4.750
H -2.433 -4.333 4.993
C -4.629 -0.578 -0.582
C -3.520 0.444 -0.364
C -3.293 1.423 -1.527
O -3.693 2.695 -0.962
C -3.946 2.584 0.351
O -4.165 3.483 1.095
O -3.949 1.283 0.721
H -5.592 -0.113 -0.360
H -4.582 -1.469 0.038
H -4.621 -0.854 -1.640
H -2.606 -0.081 -0.086
H -4.012 1.202 -2.315
H -2.272 1.602 -1.844
C 2.451 -2.388 -1.062
C 3.879 -2.783 -1.369
C 4.435 -2.079 -2.616
O 5.623 -1.487 -2.134
C 5.636 -1.442 -0.787
O 6.396 -0.812 -0.135
O 4.657 -2.267 -0.291
H 1.716 -2.583 -1.841
H 2.365 -1.330 -0.812
H 2.113 -2.921 -0.169
H 3.986 -3.858 -1.513
H 3.738 -1.391 -3.094
H 4.674 -2.826 -3.375
```

Energy relative to the best compared isomer or geometry (same formula, charge and spin) in kJ/mol: 0.00
HOMO-LUMO gap in eV: 9.18
HOMO energy in eV: -9.97